C24H24N7OSSeY | ωB97M-V/def2-TZVPD

ORCA input file:
```
! RIJCOSX wB97M-V def2-TZVPD def2/J DEFGRID3
* xyz -2 1
Y 0.785 -0.663 1.136
S 0.123 -1.801 -1.244
C -1.454 -1.303 -1.740
N -1.902 -1.685 -2.893
N -3.192 -1.234 -3.239
C -3.461 0.049 -3.630
C -2.572 1.112 -3.420
C -2.914 2.394 -3.818
C -4.128 2.666 -4.436
C -5.009 1.612 -4.654
C -4.686 0.327 -4.264
N -2.331 -0.476 -0.969
N -1.928 -0.009 0.105
C -2.931 0.831 0.749
C -2.595 1.395 1.978
C -3.612 2.198 2.538
C -4.834 2.427 1.930
C -5.110 1.844 0.689
C -4.160 1.043 0.094
H -3.677 -1.945 -3.758
H -1.622 0.928 -2.939
H -2.214 3.199 -3.630
H -4.388 3.676 -4.728
H -5.967 1.795 -5.128
H -5.390 -0.483 -4.423
H -0.824 1.066 2.479
H -3.437 2.675 3.503
H -5.578 3.062 2.406
H -6.057 2.021 0.191
H -4.361 0.590 -0.869
C 2.102 2.959 3.358
N 3.064 2.439 2.399
C 3.592 3.116 1.321
C 4.439 2.270 0.694
N 4.423 1.085 1.395
C 5.145 -0.133 1.070
C 3.564 1.177 2.442
Se 3.169 -0.145 3.650
H 1.839 3.971 3.055
H 2.551 2.966 4.352
H 1.221 2.307 3.347
H 3.304 4.125 1.087
H 5.030 2.396 -0.195
H 5.704 0.040 0.151
H 4.400 -0.931 0.930
H 5.820 -0.386 1.888
N 2.471 -1.963 0.777
C 2.883 -3.214 0.719
C 4.203 -3.632 0.301
C 4.616 -4.949 0.305
C 3.778 -5.988 0.714
C 2.483 -5.637 1.114
C 2.051 -4.330 1.119
H 4.891 -2.867 -0.045
H 5.628 -5.179 -0.022
H 4.110 -7.019 0.711
H 1.791 -6.416 1.429
H 1.034 -4.103 1.429
O 0.122 0.729 2.490
*
```

Properties
Gap between HOMO and LUMO: 4.68 eV
E_LUMO: 4.45 eV